This record from OMol25 describes a structure of composition C2H6I2N2OP. The level of theory is the ωB97M-V functional and the def2-TZVPD basis.

Results
Net charge: +1
Molecular weight (g/mol): 358.86
Energy above the lowest of the compared OMol25 structures with the same formula, charge and spin (eV): 1.593
Gap between HOMO and LUMO (Ha): 0.307

Cartesian coordinates (Å):
I 4.55 -1.05 -0.50
H -3.77 1.44 -1.42
H -1.64 -0.26 1.37
H -3.75 1.18 0.57
N 1.63 -0.13 0.03
C 2.42 -1.13 0.00
H -0.96 0.91 -1.13
I 2.32 1.72 -0.25
H 2.91 -2.76 0.67
O 2.18 -2.38 0.31
C -1.65 0.84 -0.27
H -0.07 -0.33 0.38
P -3.12 1.85 -0.34
N -1.07 0.11 0.57